Molecular formula: C3H10N2O
Method: DFT, ωB97M-V/def2-TZVPD

## Properties
SMILES = C=CN.NCO
largest force on an atom = 0.063 Eh/bohr
HOMO level = -7.72 eV
net charge = 0
orbital gap = 0.3138 Ha

Element x y z (Å)
C 2.2985 -0.6527 -2.2333
C 1.8917 -1.5886 -1.3366
N 1.5102 -1.2553 -0.0510
H 2.1680 -0.7371 -3.3086
H 2.8310 0.2481 -1.9623
H 1.5929 -2.5232 -1.7910
H 0.7267 -1.7545 0.3136
H 1.8673 -0.4523 0.4134
N -1.9210 1.5414 2.3130
C -2.2149 1.0129 1.0088
O -1.0323 0.8863 0.2142
H -1.7862 0.8628 3.0530
H -1.0439 2.0561 2.3485
H -2.6987 0.0336 1.1098
H -2.8591 1.7690 0.5506
H -1.3304 0.5534 -0.6419

Atoms 1-3, force components in eV/Å:
C 0.67 -0.53 0.06
C -0.94 2.56 -1.78
N 0.81 -1.87 -0.05

---

Molecular formula: C3H10N2O
Method: DFT, ωB97M-V/def2-TZVPD

## Properties
SMILES = NC[C@H](N)CO
largest force on an atom = 0.054 Eh/bohr
HOMO level = -9.06 eV
net charge = 0
orbital gap = 0.3653 Ha

Element x y z (Å)
N 1.6495 -1.0396 -0.1499
C 1.3092 0.2704 0.4410
C -0.1742 0.3986 0.4471
N -0.7661 -0.4329 1.4716
C -0.8250 0.3880 -1.0087
O -2.1971 0.8896 -0.9965
H 2.6185 -1.3639 0.1263
H 1.5951 -0.9085 -1.1619
H 1.7869 1.0944 -0.1131
H 1.5662 0.2688 1.5212
H -0.3514 1.4748 0.7571
H -1.7535 -0.3762 1.4204
H -0.5418 -1.4161 1.2871
H -0.2627 1.2706 -1.4975
H -0.8027 -0.6404 -1.5693
H -2.8509 0.1227 -0.9750

Atoms 1-3, force components in eV/Å:
N 1.38 -0.23 0.33
C 0.59 -0.95 0.30
C -1.73 2.05 -0.73

---

Molecular formula: C3H10N2O
Method: DFT, ωB97M-V/def2-TZVPD

## Properties
multiplicity = 2
largest force on an atom = 0.126 Eh/bohr
HOMO level (spin up / spin down) = -13.23 / -13.22 eV
net charge = +1
orbital gap (spin up / spin down) = 0.2451 / 0.1422 Ha

Element x y z (Å)
C 2.1817 0.9844 -0.1649
C 0.3833 2.3286 0.6377
N 1.5510 1.7525 0.9474
H 3.1880 1.4879 -0.1629
H 2.0327 -0.1854 -0.0801
H 1.8058 1.3711 -1.2031
H -0.3546 1.9261 0.0258
H 0.1121 3.2016 1.1336
H -0.3125 -2.8235 0.2284
N -1.7330 -1.3333 -1.0763
C -1.4710 -1.3158 0.3911
O -0.9379 -2.4900 0.9793
H -2.3827 -2.0211 -1.3932
H -0.8834 -1.5178 -1.5412
H -2.4214 -0.9117 0.8448
H -0.7581 -0.4535 0.4335

Atoms 1-3, force components in eV/Å:
C 0.51 0.32 -1.38
C 4.94 -1.07 3.10
N -5.23 0.26 -3.80